A structure of composition C66H140CoN8O11. Source: the OMol25 dataset; level of theory: the ωB97M-V functional and the def2-TZVPD basis.

E_tot: -142764.985 eV
Gap between HOMO and LUMO (spin up / spin down): 7.7265 / 7.7231 eV
⟨S²⟩: 3.7564

Geometry as ORCA input:
```
! RIJCOSX wB97M-V def2-TZVPD def2/J DEFGRID3
* xyz 0 4
Co 0.01789 -1.14296 -0.86371
C 3.51766 -2.50839 -0.53495
C 2.80698 -2.60117 -1.94797
C 3.04693 -4.00853 -2.56095
O 1.46384 -2.22715 -1.75023
H 3.20910 -1.51339 -0.21421
H 4.58246 -2.67377 -0.37081
H 3.10999 -3.27511 0.12387
H 3.36121 -1.80504 -2.44507
H 3.95767 -4.50265 -2.22258
H 2.98519 -4.06861 -3.64754
H 2.27744 -4.66021 -2.14709
N 1.02079 0.50485 0.77316
O 1.91283 1.16822 1.17670
O 0.76409 -0.57298 1.08212
O 0.49168 0.81976 -0.25209
C 0.05817 -3.40415 -6.12806
C -0.56829 -3.08674 -7.51462
C -0.12834 -4.40433 -8.33094
C -1.02470 -5.57192 -8.06186
C -2.51980 -5.19089 -8.43395
C -2.97724 -4.07352 -7.56518
N -2.05993 -2.96038 -7.54332
O -2.54020 -1.78226 -6.89945
C -4.34331 -3.65740 -8.03296
C -3.18100 -4.60856 -6.18031
C 0.05744 -1.92969 -8.32558
H -0.15327 -2.62320 -5.39764
H 1.14730 -3.40076 -6.08487
H -0.32105 -4.29084 -5.62003
H -0.07571 -4.03989 -9.35686
H 0.86933 -4.71163 -8.01737
H -0.84256 -5.77370 -7.00630
H -0.74195 -6.46912 -8.61247
H -3.24133 -5.98470 -8.62725
H -2.47072 -4.90166 -9.48373
H -4.32355 -3.21567 -9.02924
H -4.87034 -4.60724 -8.12322
H -4.79390 -2.96736 -7.31957
H -3.55340 -3.80778 -5.54143
H -3.97423 -5.35557 -6.15089
H -2.34304 -5.13851 -5.72744
H 1.08287 -2.14870 -8.62331
H -0.04286 -1.00955 -7.74992
H -0.49374 -1.65425 -9.22471
H -2.64477 -1.22560 -7.67457
C -2.76976 -0.56189 -0.19003
C -2.59188 0.26280 -1.49739
C -2.45811 1.71123 -1.04805
C -1.99388 2.60274 -2.17150
C -0.80968 1.99812 -2.93027
C -0.93979 0.55444 -3.41616
N -1.39640 -0.24201 -2.20630
O -1.34222 -1.57887 -2.46937
C -1.85541 0.64506 -4.63293
C 0.53910 0.18931 -3.80682
C -3.83672 -0.02970 -2.28246
H -3.61168 -0.26413 0.43497
H -1.91968 -0.64438 0.48721
H -3.13003 -1.54708 -0.48619
H -3.42779 2.14299 -0.80021
H -1.98326 1.79679 -0.07065
H -1.86003 3.64450 -1.88008
H -2.74234 2.56440 -2.96297
H 0.12480 2.26205 -2.43510
H -0.83620 2.69346 -3.76925
H -1.33423 1.04641 -5.50205
H -2.24976 -0.31248 -4.97310
H -2.71885 1.30083 -4.52081
H 0.63634 -0.84513 -4.13632
H 1.09219 0.90190 -4.41871
H 1.24873 0.18754 -2.97946
H -3.84053 -1.05384 -2.65560
H -3.96532 0.78394 -2.99629
H -4.78955 -0.02651 -1.75313
H -2.03849 -1.85579 -3.06946
C -0.56194 0.34155 7.01058
C 0.55439 0.34299 5.97380
C 1.59139 1.43542 6.49463
C 3.01499 1.42034 5.90363
C 3.61176 -0.03186 5.94458
C 2.74950 -1.07470 5.42219
N 1.28358 -0.99163 5.90221
O 0.45240 -1.97357 5.44393
C 2.74855 -1.18447 3.88370
C 3.27067 -2.43454 5.90925
C 0.00521 0.79426 4.57850
H -0.71493 -0.60900 7.52162
H -1.55095 0.56314 6.60953
H -0.60665 1.11729 7.77499
H 1.26445 2.45109 6.27184
H 1.62256 1.27216 7.57188
H 3.57946 2.08554 6.55705
H 3.04211 1.94704 4.94972
H 3.86590 -0.33668 6.95976
H 4.59606 -0.06628 5.47759
H 2.62362 -0.20908 3.41348
H 3.57533 -1.67272 3.36779
H 1.84982 -1.68985 3.53017
H 4.33842 -2.55129 5.72387
H 3.09926 -2.67314 6.95892
H 2.77077 -3.22799 5.35370
H -0.51655 1.74931 4.63969
H -0.37874 0.03566 3.89644
H 0.94820 1.16568 4.17736
H 0.23349 -1.76531 4.53273
C 7.95932 3.52565 -3.19821
C 6.59103 3.02772 -3.53751
C 6.70200 1.45628 -3.42273
C 5.35424 0.72731 -3.33262
C 4.41358 1.31898 -2.38532
C 4.23632 2.78784 -2.43982
N 5.53459 3.47790 -2.61404
O 5.48255 4.88038 -2.53095
C 3.22409 3.13136 -3.57333
C 3.65079 3.17315 -1.09560
C 6.30785 3.31733 -4.98273
H 8.71751 3.30579 -3.94980
H 8.29934 3.22262 -2.20792
H 7.87154 4.61052 -3.13934
H 7.19950 0.92347 -4.23311
H 7.21998 1.22553 -2.49184
H 5.43936 -0.30939 -3.00685
H 4.93538 0.69533 -4.33842
H 4.83816 1.04440 -1.41970
H 3.44082 0.83194 -2.45345
H 3.27006 2.45448 -4.42646
H 2.16969 3.02124 -3.31986
H 3.34353 4.16260 -3.90555
H 2.86868 2.46063 -0.83345
H 4.45990 3.22431 -0.36703
H 3.17272 4.14813 -1.19028
H 6.42853 4.38197 -5.18293
H 5.39160 2.85903 -5.35493
H 6.94608 2.82343 -5.71542
H 5.87269 4.93722 -1.65565
C -5.93043 3.39956 6.06853
C -4.81619 2.37619 5.57191
C -5.10022 1.14497 6.58891
C -4.76296 -0.15202 5.99642
C -5.34326 -0.38627 4.54959
C -4.73917 0.75025 3.64284
N -5.12977 2.09072 4.14032
O -4.87644 3.14294 3.24278
C -3.20036 0.59239 3.48135
C -5.40438 0.53903 2.25566
C -3.44426 3.02041 5.84083
H -6.85276 2.95248 5.69765
H -5.77977 4.41050 5.68985
H -5.98036 3.44921 7.15625
H -4.40945 1.21009 7.42956
H -6.12507 1.15555 6.95995
H -5.10957 -0.96777 6.63086
H -3.70643 -0.41808 5.96385
H -6.41532 -0.27672 4.71325
H -5.03539 -1.35244 4.14979
H -2.63944 0.67068 4.41267
H -2.80459 -0.29932 2.99523
H -2.94676 1.45545 2.86580
H -6.38738 1.01001 2.25145
H -4.78293 1.11492 1.56990
H -5.53559 -0.45772 1.83451
H -2.67467 2.25815 5.71929
H -3.46219 3.38728 6.86709
H -3.24264 3.76050 5.06641
H -5.77559 3.23194 2.91840
C -1.96880 -2.80183 2.54488
C -1.55554 -4.15876 1.98669
C -2.77399 -5.10488 2.32052
C -2.54712 -6.47425 1.60147
C -2.42705 -6.25393 0.07410
C -1.24525 -5.36925 -0.34077
N -1.25012 -4.10074 0.48857
O -0.35093 -3.17291 0.17361
C 0.10094 -6.19131 -0.38299
C -1.51068 -4.98570 -1.79733
C -0.26410 -4.51930 2.86265
H -2.49400 -2.90457 3.49446
H -2.73299 -2.30859 1.94419
H -1.16863 -2.07091 2.66141
H -2.92115 -5.33556 3.37561
H -3.73846 -4.71085 2.00018
H -3.39701 -7.10148 1.87053
H -1.60096 -6.91113 1.92089
H -3.35859 -5.83138 -0.30247
H -2.29892 -7.22263 -0.40892
H 0.30330 -6.55326 0.62505
H -0.03316 -7.15235 -0.87949
H 1.00515 -5.65723 -0.67499
H -1.58495 -5.87378 -2.42493
H -2.52216 -4.59821 -1.91926
H -0.82912 -4.23361 -2.19475
H 0.55795 -3.88184 2.53714
H 0.12429 -5.51786 2.66234
H -0.58391 -4.42917 3.90077
H 0.40590 -3.42491 0.70774
C 3.91514 4.78267 2.82513
C 2.53288 5.44980 2.87343
C 2.59694 6.64489 1.91331
C 1.26982 7.24742 1.54094
C 0.31917 6.18325 0.98109
C 0.24503 4.89075 1.91037
N 1.62798 4.43508 2.28719
O 1.62658 3.19290 2.88826
C -0.63970 5.18073 3.15851
C -0.39164 3.78164 1.07214
C 2.27250 5.81877 4.38028
H 4.06747 4.63966 1.75534
H 4.10481 3.89103 3.42270
H 4.65538 5.48500 3.20836
H 3.30304 7.39863 2.26172
H 2.97792 6.33874 0.93902
H 1.45306 8.01231 0.78632
H 0.74591 7.66284 2.40179
H 0.79143 5.90335 0.03943
H -0.70283 6.56021 1.02003
H -1.67953 4.88499 3.01923
H -0.29529 4.52574 3.95881
H -0.53187 6.18974 3.55646
H -1.22524 4.13861 0.46733
H 0.36569 3.43702 0.36803
H -0.64295 2.87108 1.61604
H 1.94994 4.95304 4.95870
H 1.32349 6.34481 4.48392
H 3.09675 6.31993 4.88779
H 1.52674 2.53414 2.19713
*
```

Atom charges from the Löwdin analysis, given in e for atoms 1 to 99: 0.84, -0.06, -0.52, -0.04, -0.30, 0.06, 0.07, 0.06, 0.10, 0.07, 0.06, 0.04, -0.63, 0.08, 0.03, -0.02, -0.03, -0.42, -0.15, -0.16, -0.12, -0.59, -0.09, -0.01, -0.04, -0.04, -0.04, 0.05, 0.09, 0.07, 0.11, 0.12, 0.09, 0.11, 0.12, 0.12, 0.09, 0.09, 0.09, 0.08, 0.09, 0.07, 0.09, 0.07, 0.08, 0.10, -0.03, -0.47, -0.13, -0.16, -0.16, -0.41, -0.13, -0.03, -0.02, -0.01, -0.02, 0.06, 0.07, 0.09, 0.13, 0.10, 0.12, 0.09, 0.10, 0.12, 0.10, 0.07, 0.07, 0.07, 0.09, 0.05, 0.09, 0.08, 0.10, 0.12, -0.04, -0.42, -0.12, -0.14, -0.14, -0.50, -0.10, -0.03, -0.02, -0.05, -0.02, 0.08, 0.04, 0.08, 0.11, 0.11, 0.10, 0.09, 0.12, 0.13, 0.06, 0.09, 0.05